1.
Here is a structure of composition C3H5N5 at a distorted geometry from OMol25. Energies are from ωB97M-V with the def2-TZVPD basis set.

Orbital gap = 9.2445 eV
Energy relative to the best compared isomer or geometry (same formula, charge and spin) = 828.9 kJ/mol
Net charge = 0
Energy = -390.80271 Eh

Each line ends with the Mulliken charge.
CARTESIAN COORDINATES (ANGSTROEM)
C (0.836, 0.021, -0.410)  -0.15
C (0.290, 1.414, 0.295)  -0.38
C (-0.701, -0.291, -0.717)  0.29
H (1.173, -1.426, 1.069)  0.33
H (1.939, -1.717, -0.434)  0.32
H (1.062, 0.290, -1.416)  0.33
H (0.471, 0.890, 1.478)  0.25
H (0.896, 2.581, 0.002)  0.30
N (1.700, -0.955, 0.347)  -0.62
N (-1.150, 0.905, -0.543)  -0.10
N (-2.441, 0.524, 0.299)  -0.16
N (-2.642, -0.729, 0.262)  -0.06
N (-1.433, -1.508, -0.232)  -0.36

2.
Here is an isolated molecule of C14H16N2O3S2 from OMol25. Energies are from ωB97M-V with the def2-TZVPD basis set.

Orbital gap = 9.1656 eV
Energy relative to the best compared isomer or geometry (same formula, charge and spin) = 104.1 kJ/mol
Net charge = 0
Energy = -1674.70363 Eh

Each line ends with the Mulliken charge.
CARTESIAN COORDINATES (ANGSTROEM)
N (-4.931, 2.380, 2.739)  -0.34
C (-3.679, 1.904, 2.551)  0.60
O (-3.168, 1.087, 3.285)  -0.61
C (-2.963, 2.440, 1.373)  0.33
C (-1.652, 2.194, 1.070)  -0.93
C (-1.247, 2.817, -0.124)  -0.07
C (-2.237, 3.531, -0.722)  -0.20
S (-3.694, 3.458, 0.168)  -0.30
H (-2.168, 4.095, -1.630)  0.52
S (0.371, 2.665, -0.845)  1.31
O (1.327, 2.449, 0.200)  -0.63
O (0.566, 3.748, -1.761)  -0.71
N (0.150, 1.283, -1.764)  -0.33
H (0.746, 1.327, -2.579)  0.33
C (0.298, 0.045, -1.021)  -0.55
C (0.183, -1.165, -1.940)  -0.68
C (0.245, -2.479, -1.151)  -1.33
C (1.570, -2.638, -0.458)  0.54
C (2.692, -3.026, -1.178)  -0.28
C (3.924, -3.141, -0.560)  -0.62
C (4.049, -2.867, 0.792)  -0.41
C (2.937, -2.483, 1.520)  -0.61
C (1.706, -2.369, 0.898)  -0.18
H (0.840, -2.070, 1.471)  0.36
H (3.027, -2.270, 2.574)  0.38
H (5.011, -2.956, 1.276)  0.38
H (4.788, -3.445, -1.133)  0.37
H (2.598, -3.244, -2.233)  0.39
H (0.092, -3.309, -1.844)  0.40
H (-0.563, -2.494, -0.417)  0.43
H (-0.761, -1.107, -2.485)  0.36
H (0.998, -1.141, -2.668)  0.45
H (1.253, 0.027, -0.481)  0.48
H (-0.509, 0.030, -0.283)  0.19
H (-1.003, 1.607, 1.692)  0.58
H (-5.344, 3.070, 2.137)  0.15
H (-5.452, 2.047, 3.532)  0.23

3.
Here is the ion C4H10NO3 with charge +1 at a distorted geometry from OMol25. Energies are from ωB97M-V with the def2-TZVPD basis set.

Orbital gap = 9.6206 eV
Energy relative to the best compared isomer or geometry (same formula, charge and spin) = 254.5 kJ/mol
Net charge = +1
Energy = -438.56546 Eh

Each line ends with the Mulliken charge.
CARTESIAN COORDINATES (ANGSTROEM)
C (0.626, -0.374, -0.068)  0.20
C (1.758, 0.340, -0.008)  0.44
C (-1.657, -0.203, -1.218)  -0.83
C (-1.411, 0.064, 1.170)  -0.95
N (-0.759, 0.306, -0.075)  -0.15
O (0.444, -1.697, -0.128)  -0.52
O (2.862, -0.415, 0.063)  -0.51
O (1.765, 1.687, 0.008)  -0.52
H (-1.473, -1.308, -1.239)  0.35
H (-2.706, -0.146, -0.881)  0.35
H (-1.506, 0.314, -2.107)  0.37
H (-1.650, -1.015, 1.147)  0.42
H (-0.676, 0.210, 1.919)  0.36
H (-2.219, 0.685, 1.297)  0.40
H (-0.562, 1.352, -0.214)  0.43
H (1.101, -1.937, -0.839)  0.35
H (3.802, -0.044, 0.384)  0.40
H (2.261, 2.180, 0.791)  0.41

4.
Here is a structure of composition C26H14Cl5IrN4O at a distorted geometry from OMol25. Energies are from ωB97M-V with the def2-TZVPD basis set.

Orbital gap (spin up / spin down) = 5.7627 / 5.1801 eV
Spin multiplicity = 2
<S²> = 0.789
Energy relative to the best compared isomer or geometry (same formula, charge and spin) = 46.8 kJ/mol
Net charge = +3
Energy = -3697.75488 Eh

Each line ends with the Mulliken charge.
CARTESIAN COORDINATES (ANGSTROEM)
Ir (-3.139, -0.547, -3.667)  0.94
C (5.452, -0.853, 7.011)  -0.82
O (5.715, -0.817, 5.601)  -0.34
C (4.788, -0.792, 4.707)  0.89
C (5.238, -0.754, 3.349)  -0.75
C (4.343, -0.721, 2.327)  -0.52
C (2.951, -0.729, 2.592)  0.62
C (2.505, -0.768, 3.944)  -0.78
C (3.390, -0.802, 4.975)  -0.31
C (1.965, -0.730, 1.549)  0.24
N (0.657, -0.761, 1.761)  -0.70
C (0.077, -0.786, 0.550)  0.52
C (1.055, -0.766, -0.459)  -0.04
N (2.240, -0.722, 0.197)  -0.08
C (0.726, -0.786, -1.849)  0.65
C (1.643, -0.697, -2.912)  -0.42
C (1.178, -0.747, -4.209)  -0.76
C (-0.186, -0.904, -4.435)  -0.21
N (-1.067, -0.952, -3.440)  -0.46
C (-0.639, -0.880, -2.162)  0.50
C (-1.646, -0.865, -1.140)  0.12
N (-2.939, -0.867, -1.539)  -0.78
C (-3.918, -0.817, -0.649)  -0.25
C (-3.664, -0.754, 0.720)  -0.81
C (-2.358, -0.744, 1.159)  -0.23
C (-1.318, -0.806, 0.219)  0.37
H (6.420, -0.861, 7.498)  0.26
H (4.897, -1.752, 7.284)  0.38
H (4.887, 0.024, 7.329)  0.38
H (6.305, -0.760, 3.169)  0.49
H (4.719, -0.694, 1.314)  0.34
H (1.442, -0.776, 4.136)  0.53
H (3.036, -0.848, 5.996)  0.49
H (3.155, -0.709, -0.225)  0.21
H (2.700, -0.581, -2.718)  0.48
H (1.855, -0.668, -5.048)  0.50
H (-0.566, -0.992, -5.445)  0.45
H (-4.935, -0.835, -1.021)  0.52
H (-4.492, -0.710, 1.412)  0.48
H (-2.112, -0.684, 2.210)  0.60
Cl (-5.766, -0.165, -3.981)  -0.12
C (-5.109, 1.433, -3.811)  0.83
C (-3.728, 1.429, -3.780)  -0.80
C (-3.054, 2.630, -3.644)  0.89
Cl (-1.346, 2.608, -3.546)  -0.15
C (-3.767, 3.833, -3.570)  -0.27
Cl (-2.934, 5.309, -3.461)  -0.11
C (-5.175, 3.803, -3.570)  0.67
Cl (-6.047, 5.248, -3.437)  -0.09
C (-5.868, 2.576, -3.676)  -0.44
Cl (-7.565, 2.508, -3.617)  -0.12

5.
Here is a structure of composition C51H40I2N2O2P2W at a distorted geometry from OMol25. Energies are from ωB97M-V with the def2-TZVPD basis set.

Orbital gap (spin up / spin down) = 7.4756 / 7.0944 eV
Spin multiplicity = 3
<S²> = 2.018
Energy relative to the best compared isomer or geometry (same formula, charge and spin) = 179.0 kJ/mol
Net charge = +2
Energy = -3572.15438 Eh

Each line ends with the Mulliken charge.
CARTESIAN COORDINATES (ANGSTROEM)
W (-1.011, 0.701, 0.126)  2.31
I (-0.475, 1.929, 2.602)  0.23
C (0.826, 0.587, 3.709)  -0.08
C (1.839, 1.248, 4.365)  -0.20
C (2.703, 0.569, 5.231)  -1.11
C (2.479, -0.753, 5.496)  -0.86
C (1.408, -1.442, 4.889)  0.66
C (1.111, -2.758, 5.298)  -0.90
C (0.004, -3.402, 4.826)  -0.73
C (-0.746, -2.807, 3.811)  -0.91
C (-0.433, -1.563, 3.293)  1.07
P (-1.336, -1.266, 1.718)  1.55
C (-0.872, -2.768, 0.786)  -0.36
C (0.037, -3.698, 1.116)  0.00
C (0.368, -4.783, 0.219)  -0.99
C (-0.171, -4.905, -0.996)  -0.99
C (-1.141, -3.916, -1.553)  -0.25
C (-1.404, -2.714, -0.614)  -0.79
C (-3.037, -1.621, 2.259)  0.93
C (-3.622, -0.687, 3.111)  -0.70
C (-4.902, -0.897, 3.583)  -0.73
C (-5.606, -2.028, 3.200)  -0.71
C (-5.019, -2.962, 2.362)  -0.89
C (-3.734, -2.767, 1.889)  -0.08
C (0.589, -0.790, 3.910)  -0.24
H (1.944, 2.316, 4.233)  0.49
H (3.501, 1.106, 5.718)  0.47
H (3.092, -1.282, 6.210)  0.44
H (1.756, -3.228, 6.022)  0.46
H (-0.270, -4.381, 5.186)  0.46
H (-1.581, -3.355, 3.400)  0.40
H (0.512, -3.705, 2.085)  0.50
H (1.055, -5.526, 0.589)  0.51
H (0.065, -5.753, -1.619)  0.43
H (-2.033, -4.434, -1.913)  0.47
H (-2.452, -2.395, -0.626)  1.16
H (-3.064, 0.193, 3.413)  0.38
H (-5.349, -0.185, 4.256)  0.48
H (-6.609, -2.190, 3.559)  0.43
H (-5.554, -3.855, 2.081)  0.49
H (-3.274, -3.510, 1.252)  0.42
O (-1.471, 4.005, 1.502)  -0.78
C (-1.488, 3.760, 0.298)  -0.15
O (-1.861, 2.623, -0.171)  -0.65
C (-0.883, 4.664, -0.712)  0.67
C (-1.113, 6.027, -0.818)  -0.77
C (-0.414, 6.764, -1.758)  -0.64
C (0.561, 6.158, -2.539)  -0.80
C (0.820, 4.806, -2.410)  -0.07
C (0.068, 4.040, -1.523)  -0.26
P (0.376, 2.236, -1.487)  2.25
C (2.188, 2.274, -1.208)  0.53
C (3.159, 1.605, -1.943)  -0.21
C (4.488, 1.681, -1.560)  -0.75
C (4.861, 2.431, -0.459)  -0.76
C (3.901, 3.106, 0.279)  -0.72
C (2.571, 3.015, -0.084)  -0.88
C (0.094, 1.866, -3.262)  0.47
C (-0.734, 2.691, -4.023)  -0.72
C (-0.978, 2.408, -5.355)  -0.91
C (-0.442, 1.271, -5.938)  -0.85
C (0.332, 0.410, -5.178)  -0.89
C (0.597, 0.697, -3.849)  0.05
H (-1.851, 6.490, -0.185)  0.57
H (-0.620, 7.816, -1.877)  0.46
H (1.131, 6.743, -3.244)  0.49
H (1.595, 4.334, -2.999)  0.47
H (2.902, 1.041, -2.825)  0.35
H (5.231, 1.156, -2.139)  0.51
H (5.902, 2.485, -0.184)  0.43
H (4.185, 3.705, 1.131)  0.54
H (1.817, 3.530, 0.504)  0.42
H (-1.188, 3.566, -3.586)  0.59
H (-1.586, 3.081, -5.939)  0.49
H (-0.642, 1.047, -6.973)  0.44
H (0.733, -0.490, -5.620)  0.55
H (1.224, 0.017, -3.284)  -0.29
N (-1.249, -0.549, -1.819)  0.21
C (-0.556, -1.809, -1.545)  -0.85
C (-0.538, -2.934, -2.616)  -0.57
C (0.792, -3.331, -3.150)  -1.82
C (1.931, -2.997, -2.544)  -0.63
C (1.961, -2.098, -1.403)  1.56
C (3.154, -1.773, -0.745)  -1.31
C (3.123, -0.826, 0.267)  -1.46
C (1.935, -0.188, 0.569)  0.07
N (0.766, -0.495, -0.038)  0.86
C (0.793, -1.467, -0.980)  0.42
H (-0.839, -0.096, -2.653)  -0.36
H (-2.223, -0.749, -2.079)  0.62
H (-1.239, -2.738, -3.430)  0.64
H (0.796, -3.958, -4.029)  0.53
H (2.885, -3.333, -2.922)  0.58
H (4.075, -2.256, -1.029)  0.64
H (4.015, -0.561, 0.811)  0.57
H (1.909, 0.562, 1.352)  0.25
I (-3.928, 1.314, -1.872)  0.04
C (-3.222, 0.444, 0.002)  -1.80
H (-3.655, -0.561, 0.004)  0.83
H (-3.743, 1.015, 0.780)  0.61

- What is the formula in the fifth record?
  C51H40I2N2O2P2W

Repeat the third record exactly.
Here is the ion C4H10NO3 with charge +1 at a distorted geometry from OMol25. Energies are from ωB97M-V with the def2-TZVPD basis set.

Orbital gap = 9.6206 eV
Energy relative to the best compared isomer or geometry (same formula, charge and spin) = 254.5 kJ/mol
Net charge = +1
Energy = -438.56546 Eh

Each line ends with the Mulliken charge.
CARTESIAN COORDINATES (ANGSTROEM)
C (0.626, -0.374, -0.068)  0.20
C (1.758, 0.340, -0.008)  0.44
C (-1.657, -0.203, -1.218)  -0.83
C (-1.411, 0.064, 1.170)  -0.95
N (-0.759, 0.306, -0.075)  -0.15
O (0.444, -1.697, -0.128)  -0.52
O (2.862, -0.415, 0.063)  -0.51
O (1.765, 1.687, 0.008)  -0.52
H (-1.473, -1.308, -1.239)  0.35
H (-2.706, -0.146, -0.881)  0.35
H (-1.506, 0.314, -2.107)  0.37
H (-1.650, -1.015, 1.147)  0.42
H (-0.676, 0.210, 1.919)  0.36
H (-2.219, 0.685, 1.297)  0.40
H (-0.562, 1.352, -0.214)  0.43
H (1.101, -1.937, -0.839)  0.35
H (3.802, -0.044, 0.384)  0.40
H (2.261, 2.180, 0.791)  0.41

- Which value of energy does entry 1 give?
  -390.80271 Eh